(1)
{"formula": "C3H10OS2", "method": "wB97M-V/def2-TZVPD", "e_homo_ev": -8.7867, "lumo_energy_ev": 0.61, "smiles": "CCCSS.O", "de_lowest_ev": 0.4173, "elements": ["S", "S", "O", "C", "C", "C", "H", "H", "H", "H", "H", "H", "H", "H", "H", "H"], "positions_angstrom": [[-2.942, -1.897, 0.366], [-1.008, -1.587, 0.625], [2.332, -1.083, -4.160], [0.316, 0.604, 1.715], [0.612, 1.373, 0.433], [-0.980, -0.217, 1.796], [1.398, -0.886, -4.276], [2.670, -0.276, -4.563], [-1.867, 0.397, 1.660], [1.487, 2.008, 0.540], [-3.170, -1.490, -0.905], [0.867, 0.661, -0.362], [0.353, 1.307, 2.547], [-0.210, 1.955, 0.013], [-0.935, -0.688, 2.774], [1.077, -0.183, 1.797]], "forces_ev_per_angstrom": [[-1.66, -0.56, -0.23], [1.37, 0.05, -0.42], [-0.30, 0.65, -0.33], [-0.02, -0.45, -0.62], [-0.05, -0.70, -0.89], [0.44, 0.78, 0.25], [-0.38, -0.55, 0.28], [0.68, -0.10, 0.06], [-0.12, -0.10, 0.09], [-0.01, 0.17, 0.16], [0.28, 0.20, 0.21], [-0.03, 0.07, 0.07], [0.05, -0.34, 0.28], [-0.11, 0.14, 0.41], [-0.54, 0.16, 0.23], [0.40, 0.58, 0.44]], "mulliken_charge": [-0.238, -0.048, -0.631, -0.495, -1.059, -0.588, 0.313, 0.317, 0.429, 0.325, 0.144, 0.275, 0.336, 0.313, 0.337, 0.269]}

(2)
{"formula": "C3H10OS2", "method": "wB97M-V/def2-TZVPD", "e_homo_ev": -7.8948, "lumo_energy_ev": 0.48, "smiles": "CCSSC.O", "de_lowest_ev": 1.4130, "elements": ["S", "S", "O", "C", "C", "C", "H", "H", "H", "H", "H", "H", "H", "H", "H", "H"], "positions_angstrom": [[-0.286, -0.308, 1.217], [1.165, -1.440, 0.194], [-3.035, 0.230, -2.163], [-0.149, 1.899, -0.518], [2.509, -0.439, -0.385], [-0.563, 1.518, 0.874], [2.393, 0.633, -0.643], [3.379, -0.498, 0.250], [2.992, -0.648, -1.404], [-0.722, 1.363, -1.308], [-2.560, -0.602, -2.193], [0.858, 1.772, -0.872], [-1.611, 1.666, 1.152], [-3.474, 0.274, -1.304], [-0.411, 2.974, -0.733], [0.066, 2.027, 1.634]], "forces_ev_per_angstrom": [[-0.45, 0.10, 0.92], [-0.58, 0.36, -1.01], [-0.19, 0.35, 0.03], [-2.01, 1.38, -2.11], [2.36, 1.52, -1.93], [2.00, -0.86, 0.36], [-0.76, -0.49, 0.99], [0.10, 0.06, 0.65], [-1.30, -1.02, 1.06], [-0.01, 0.09, 0.75], [0.02, -0.16, 0.20], [0.61, -0.08, 0.80], [0.13, -0.06, -0.45], [0.20, -0.20, -0.20], [0.31, -0.82, 0.41], [-0.44, -0.17, -0.47]], "mulliken_charge": [-0.139, -0.047, -0.648, -0.939, -0.759, -0.339, 0.190, 0.328, 0.290, 0.274, 0.322, 0.239, 0.312, 0.311, 0.319, 0.286]}

(3)
{"formula": "C3H10OSSi", "method": "wB97M-V/def2-TZVPD", "e_homo_ev": -8.0176, "lumo_energy_ev": 0.34, "de_lowest_ev": 1.1839, "elements": ["S", "Si", "O", "C", "C", "C", "H", "H", "H", "H", "H", "H", "H", "H", "H", "H"], "positions_angstrom": [[-2.980, 0.746, -0.346], [0.410, -0.216, -0.262], [0.203, -1.362, -1.369], [-1.715, 0.056, 0.766], [1.375, -1.145, 1.164], [0.858, 1.485, -0.693], [2.062, -1.929, 0.768], [0.513, -1.541, 1.794], [2.065, -0.463, 1.692], [0.009, 2.327, -0.458], [0.721, -1.376, -2.195], [-2.731, -0.051, -1.533], [-2.022, -0.809, 1.151], [-1.511, 0.832, 1.521], [0.894, 1.609, -1.741], [1.847, 1.837, -0.260]], "forces_ev_per_angstrom": [[0.65, -1.17, -1.64], [-2.71, -0.61, 4.49], [0.26, -0.48, -2.21], [3.77, 3.42, -3.15], [-0.41, 0.68, -0.67], [-0.56, 3.23, 1.18], [-0.92, 0.21, 0.19], [1.56, 0.28, -0.49], [-0.70, -0.18, 0.27], [1.93, -2.29, -0.01], [-0.51, 0.00, 0.63], [-0.30, 1.14, 1.84], [-1.14, -3.41, 1.71], [-0.14, -0.39, -0.19], [0.44, 0.00, -1.48], [-1.22, -0.43, -0.47]], "mulliken_charge": [-0.241, 0.638, -0.452, -1.015, -0.965, -0.990, 0.302, 0.221, 0.327, 0.264, 0.312, 0.102, 0.522, 0.297, 0.353, 0.326]}

(4)
{"formula": "C3H10S", "method": "wB97M-V/def2-TZVPD", "e_homo_ev": -9.7658, "lumo_energy_ev": 0.91, "smiles": "CCC.S", "de_lowest_ev": 0.7390, "elements": ["S", "C", "C", "C", "H", "H", "H", "H", "H", "H", "H", "H", "H", "H"], "positions_angstrom": [[3.087, -0.450, -0.797], [-0.867, 0.006, -0.419], [-0.140, 1.022, 0.481], [-1.306, -1.177, 0.488], [-2.110, -0.680, 1.238], [-0.501, -1.616, 1.037], [0.817, 0.483, 0.879], [2.708, 0.145, -1.928], [-1.790, 0.566, -0.679], [-1.833, -1.877, -0.106], [-0.707, 1.416, 1.339], [2.653, 0.703, -0.129], [-0.280, -0.439, -1.291], [0.270, 1.899, -0.113]], "forces_ev_per_angstrom": [[-0.45, 1.36, 0.70], [-0.36, -0.17, 1.01], [3.20, -0.32, -0.64], [-2.24, 2.99, 1.00], [1.87, -1.48, -1.34], [0.47, -0.28, 0.30], [-1.70, 1.06, -0.29], [0.02, -0.14, -0.33], [0.45, -0.77, -0.82], [-0.48, -1.02, -0.36], [-0.05, -0.39, -0.46], [0.55, -1.26, -0.45], [-0.67, 1.25, 1.02], [-0.62, -0.84, 0.66]], "mulliken_charge": [-0.311, -0.085, -0.889, -1.056, 0.231, 0.329, 0.088, 0.151, 0.239, 0.327, 0.346, 0.142, 0.205, 0.284]}

(5)
{"formula": "C3H10S2", "method": "wB97M-V/def2-TZVPD", "e_homo_ev": -8.9771, "lumo_energy_ev": 0.24, "smiles": "CCC.SS", "de_lowest_ev": 0.2783, "elements": ["S", "S", "C", "C", "C", "H", "H", "H", "H", "H", "H", "H", "H", "H", "H"], "positions_angstrom": [[-1.164, 1.848, -1.866], [-0.617, 3.519, -0.731], [-0.334, -1.768, -0.354], [1.079, -0.060, 0.875], [-0.105, -1.023, 0.947], [-0.146, 2.017, -2.719], [-0.748, 2.905, 0.445], [0.077, -1.737, 1.757], [-0.989, -0.460, 1.236], [0.781, 0.867, 0.380], [1.924, -0.448, 0.299], [-0.624, -1.088, -1.155], [1.375, 0.220, 1.884], [0.594, -2.258, -0.679], [-1.104, -2.534, -0.320]], "forces_ev_per_angstrom": [[0.04, 0.42, -0.02], [-0.29, -0.06, -0.16], [0.22, -0.04, -0.49], [-0.37, 0.38, -0.13], [0.31, -0.26, 0.14], [0.08, -0.24, -0.01], [0.16, -0.10, 0.19], [-0.05, -0.04, -0.09], [-0.21, 0.02, 0.01], [0.02, -0.01, -0.12], [-0.03, -0.15, 0.31], [0.06, 0.13, -0.01], [0.33, -0.02, 0.01], [-0.14, 0.04, 0.09], [-0.11, -0.07, 0.28]], "mulliken_charge": [-0.210, -0.181, -1.014, -0.850, -0.100, 0.190, 0.148, 0.277, 0.226, 0.095, 0.312, 0.179, 0.294, 0.305, 0.328]}

(6)
{"formula": "C3H11BN", "method": "wB97M-V/def2-TZVPD", "e_homo_ev": -13.4626, "lumo_energy_ev": -4.41, "charge": 1, "de_lowest_ev": 0.3536, "elements": ["N", "C", "C", "C", "B", "H", "H", "H", "H", "H", "H", "H", "H", "H", "H", "H"], "positions_angstrom": [[-1.878, -0.108, -0.662], [3.035, 0.650, -0.211], [0.699, -1.072, 0.312], [-2.620, 0.617, 0.385], [1.765, -0.206, 0.004], [4.004, 0.168, 0.171], [-2.296, 0.163, 1.397], [0.464, -1.037, 1.319], [-1.684, 0.309, -1.547], [3.313, 0.798, -1.263], [-2.248, 1.621, 0.426], [0.733, -2.226, 0.054], [3.018, 1.414, 0.574], [-3.611, 0.482, 0.099], [-0.285, -0.611, -0.273], [-2.407, -0.961, -0.786]], "forces_ev_per_angstrom": [[0.86, -1.41, 0.84], [0.49, -1.90, 1.02], [-1.23, -2.48, -2.72], [3.05, -0.82, 1.00], [3.15, 0.36, -0.31], [-1.49, -0.42, -0.34], [-1.08, 0.50, -1.51], [-0.67, 0.32, 2.36], [-0.58, 0.70, -0.45], [-0.52, 1.00, 0.30], [-0.40, 0.75, -0.09], [0.26, 2.42, 0.13], [-0.29, 1.00, -0.89], [-2.04, 0.48, 0.58], [0.18, -0.30, 0.69], [0.33, -0.21, -0.61]], "mulliken_charge": [-0.637, -0.734, -0.152, -0.769, -0.006, 0.331, 0.209, 0.302, 0.266, 0.345, 0.312, 0.345, 0.323, 0.367, 0.226, 0.272]}

(7)
{"formula": "C3H11BN3O2", "method": "wB97M-V/def2-TZVPD", "e_homo_ev": -13.9576, "lumo_energy_ev": -3.58, "charge": 1, "smiles": "CN/C(N)=[N+](/C)B(O)O", "de_lowest_ev": 0.0000, "elements": ["O", "O", "N", "N", "N", "C", "C", "C", "B", "H", "H", "H", "H", "H", "H", "H", "H", "H", "H", "H"], "positions_angstrom": [[-1.573, -1.319, 1.520], [0.522, -0.686, 2.557], [-0.010, -0.256, -1.727], [-0.179, 0.397, 0.473], [1.963, 0.111, -0.537], [0.590, 0.059, -0.609], [-1.461, -0.210, -1.962], [0.255, 1.725, 1.036], [-0.396, -0.638, 1.559], [-1.979, -0.490, -1.051], [0.908, 1.609, 1.899], [-1.624, -2.269, 1.415], [-0.651, 2.257, 1.317], [2.426, 0.226, -1.432], [-1.684, -0.906, -2.765], [0.772, 2.302, 0.274], [2.399, -0.655, -0.036], [-1.758, 0.794, -2.260], [0.570, -0.534, -2.508], [0.909, -1.517, 2.839]], "forces_ev_per_angstrom": [[0.27, -0.12, -0.86], [0.65, 0.07, -0.61], [0.08, 0.02, -0.14], [0.64, 0.49, 0.66], [-0.05, -0.03, -0.94], [-0.34, -0.29, 0.15], [0.08, 0.14, 0.06], [-0.01, -0.13, 0.07], [-0.65, -0.01, -0.06], [-0.04, -0.02, -0.06], [0.02, 0.02, -0.03], [-0.07, -0.21, 0.51], [0.02, -0.01, 0.05], [-0.02, -0.06, 0.02], [-0.04, -0.02, 0.04], [-0.03, -0.01, 0.01], [-0.08, 0.38, 0.60], [0.01, -0.01, 0.00], [-0.01, -0.08, 0.05], [-0.43, -0.11, 0.46]], "mulliken_charge": [-0.488, -0.557, -0.119, -0.028, -0.440, 0.399, -0.758, -0.912, 0.558, 0.300, 0.311, 0.323, 0.315, 0.257, 0.330, 0.385, 0.235, 0.298, 0.279, 0.314]}

(8)
{"formula": "C3H11BNbO4", "method": "wB97M-V/def2-TZVPD", "e_homo_ev": -4.7365, "lumo_energy_ev": 2.23, "charge": -1, "elements": ["Nb", "O", "O", "O", "O", "C", "C", "C", "B", "H", "H", "H", "H", "H", "H", "H", "H", "H", "H", "H"], "positions_angstrom": [[-0.239, 0.058, -1.164], [-2.224, -1.220, 1.665], [-3.697, -1.022, -0.034], [1.175, 2.431, 0.561], [2.652, 0.699, 0.575], [2.988, -0.661, 0.410], [-2.009, 0.638, 0.218], [-2.735, -0.581, 0.554], [1.421, 1.138, 0.146], [0.242, 2.603, 0.447], [-2.668, 1.330, -0.279], [-1.353, -0.925, -2.279], [-0.377, 1.628, -2.131], [-1.622, 1.049, 1.142], [3.129, -0.913, -0.629], [2.265, -1.317, 0.864], [-1.915, -2.078, 1.377], [-0.077, -1.450, -0.114], [1.108, -0.586, -2.238], [3.936, -0.821, 0.910]], "forces_ev_per_angstrom": [[-2.24, 0.64, -0.54], [0.13, 0.19, 0.35], [0.20, -0.17, 0.15], [-0.22, -0.07, 0.23], [-0.23, 0.11, 0.09], [0.64, 0.23, 0.15], [0.03, -0.51, 0.18], [-0.55, 0.14, -0.40], [1.48, -0.67, -0.01], [-0.24, 0.44, -0.23], [-0.13, 0.32, -0.37], [0.76, -0.52, -0.25], [0.17, 0.50, 0.18], [0.40, 0.26, 0.19], [-0.19, -0.14, -0.45], [-0.44, -0.24, 0.02], [-0.04, -0.48, -0.05], [0.25, 0.07, 0.34], [-0.07, -0.11, 0.23], [0.30, 0.02, 0.19]], "mulliken_charge": [-0.681, -0.455, -0.599, -0.486, -0.277, -0.616, -1.108, 0.682, 0.495, 0.307, 0.348, 0.014, -0.025, 0.394, 0.248, 0.235, 0.310, -0.028, -0.003, 0.246]}